Entry 1:
A molecular structure, C33H59CaClF2IKN5O16 in a non-equilibrium geometry. Source: the Open Molecules 2025 dataset; level of theory: wB97M-V/def2-TZVPD.

Atoms and positions in Å:
C1 4.95169 0.08698 -0.95479
C2 4.09097 -0.71827 -1.56629
C3 2.76458 -1.47783 -2.16447
C4 1.85849 -1.90428 -0.85995
C5 0.26162 -1.59032 -1.10381
C6 -0.31245 -0.45352 -0.07801
C7 0.16847 -0.42432 1.45838
C8 0.63995 -1.75758 2.18101
C9 0.43324 -1.53777 3.79743
Cl1 -0.14850 -3.33297 1.75375
N1 0.43141 0.75580 -0.66606
C10 -0.15840 1.97117 -0.85810
N2 0.57836 3.11693 -1.40637
C11 1.21007 2.86172 -2.74351
C12 0.63631 3.74075 -3.96416
C13 1.21093 5.28305 -3.92213
C14 -1.64431 1.74419 -0.27171
O1 -1.40095 2.31835 1.08809
C15 -2.91929 2.60506 -0.72668
I1 -2.58409 4.29732 -2.03567
C16 -3.85836 3.15319 0.50974
C17 -3.50855 4.67734 0.95755
C18 -1.85354 0.10240 -0.37092
C19 -3.00088 -0.25801 0.71901
O2 -2.78286 -1.56751 1.38440
N3 -3.87316 -1.77611 2.17891
O3 -4.52632 -2.68678 1.74773
N4 -2.15159 -0.52787 -1.66372
C20 -3.03500 -1.67600 -1.72692
O4 -2.72512 -2.90965 -1.71491
F1 -4.46934 -1.41470 -1.88251
C21 -2.07979 0.25570 -2.89040
O5 -1.04010 0.59264 -3.56556
F2 -3.34842 0.67597 -3.49339
H1 5.51448 0.71083 -0.15763
H2 2.23689 -0.72848 -2.85646
H3 3.17336 -2.41365 -2.71148
H4 2.02333 -3.05219 -0.74950
H5 2.30278 -1.32155 0.02380
H6 0.24537 -1.22641 -2.21282
H7 -0.26858 -2.59632 -0.94975
H8 -0.66233 0.06129 2.14256
H9 1.06908 0.33792 1.52563
H10 1.79530 -1.85324 2.05064
H11 0.75814 -2.53362 4.28413
H12 1.12086 -0.67204 4.17279
H13 -0.67571 -1.38021 4.07679
H14 1.43525 0.78538 -0.97207
H15 1.22593 3.55181 -0.72639
H16 1.23674 1.72295 -3.00559
H17 2.33595 3.15647 -2.63354
H18 -0.50036 3.68937 -4.11652
H19 1.10466 3.28770 -4.93527
H20 2.20712 5.31624 -3.35203
H21 1.46954 5.55456 -5.02955
H22 0.42744 6.04528 -3.57299
H23 -0.54306 2.83582 1.08747
H24 -3.62793 1.87555 -1.30441
H25 -4.92844 3.21516 0.04165
H26 -3.94628 2.41295 1.37990
H27 -4.10812 5.47979 0.38803
H28 -3.85864 4.76163 2.07112
H29 -2.36940 4.88315 0.98458
H30 -3.02225 0.47505 1.63078
H31 -4.08513 -0.16638 0.29054
O6 0.13384 -2.15400 -4.33610
C22 -0.53044 -2.50295 -5.29191
O7 0.01109 -2.50860 -6.52386
C23 -0.62634 -3.05694 -7.68841
C24 -1.57964 -2.05486 -8.30869
C25 -1.98279 -2.84682 -5.12926
H32 -1.10742 -4.01128 -7.45764
H33 0.17313 -3.27887 -8.40016
H34 -2.38677 -1.78731 -7.62351
H35 -2.02200 -2.45971 -9.22196
H36 -1.05300 -1.12829 -8.55270
H37 -2.56838 -1.92501 -5.10400
H38 -2.10776 -3.37976 -4.18307
H39 -2.37095 -3.50545 -5.90342
O8 -4.51496 2.48838 3.75719
H40 -4.73038 1.64141 4.17917
H41 -3.60778 2.66739 4.04660
C26 6.33069 2.97221 3.42342
C27 7.24988 3.47815 2.31652
C28 6.58955 4.53852 1.43234
C29 5.37049 3.95974 0.76320
N5 4.40284 3.50019 0.23131
H42 5.44352 2.47869 3.01681
H43 6.85252 2.24002 4.04541
H44 6.00309 3.79464 4.06761
H45 7.56674 2.62808 1.70276
H46 8.15156 3.90183 2.76922
H47 7.29100 4.87795 0.66525
H48 6.29331 5.40638 2.02870
C30 -4.35032 0.70626 7.17346
O9 -3.71777 1.91525 6.78249
H49 -3.92383 -0.11827 6.59993
H50 -4.18184 0.53178 8.23881
H51 -5.42266 0.77242 6.97019
H52 -4.11467 2.62803 7.30534
O10 0.03937 -7.77119 4.14885
C31 -0.23655 -6.91303 5.11408
C32 -0.82394 -5.54479 4.46537
O11 -1.09160 -4.68260 5.43035
H53 0.60178 -6.59686 5.75983
H54 -0.98258 -7.22571 5.86496
H55 -1.66835 -5.86085 3.82770
H56 -0.08335 -5.23592 3.70799
O12 -0.84932 -9.65862 6.95567
H57 -0.83644 -9.77156 5.99503
H58 0.07821 -9.73975 7.21217
K1 -0.22035 2.58240 2.71372
O13 1.39875 7.25617 -1.10310
H59 1.16493 6.34025 -1.21411
Ca1 -6.52535 1.49724 5.09125
C33 5.55846 -3.41430 -3.97981
O14 5.92735 -4.20335 -4.85178
O15 5.28525 -2.20434 -4.17184
O16 5.39917 -3.70220 -2.76767

Computed properties:
- E_LUMO (hartree) = -0.047
- net charge = -1
- frontier orbital gap (eV) = 1.4

Results of the Mulliken charge analysis, in e, for atoms 1 through 6: -0.54 -0.36 0.54 -0.89 0.03 0.61

***

Entry 2:
A molecular structure, C33H59FeN2O2P2 in a non-equilibrium geometry. Source: the Open Molecules 2025 dataset; level of theory: wB97M-V/def2-TZVPD.

Atoms and positions in Å:
C1 2.36352 1.78524 -0.17312
C2 1.56177 0.71856 -2.12761
C3 3.40922 2.38285 -0.87223
C4 2.46253 1.49940 -2.90945
C5 3.39928 2.30815 -2.27848
H1 4.19006 2.91573 -0.32311
H2 2.36359 1.43367 -3.98754
H3 4.12533 2.87307 -2.86243
N1 1.40969 1.08372 -0.80950
P1 0.37717 1.63773 1.75290
P2 -0.26613 -1.50463 -1.76263
C6 2.19497 1.80601 1.33189
H4 2.71045 0.93096 1.74783
H5 2.66614 2.68684 1.77368
C7 -1.66887 -0.47794 0.56702
O1 -2.58373 -1.10840 0.95791
C8 0.85293 -0.42926 -2.55457
H6 0.85972 -0.62103 -3.62627
C9 0.84700 -3.06088 -2.21104
C10 -1.85996 -1.67358 -2.86368
C11 0.32268 1.03178 3.54907
C12 -0.14239 3.44817 1.60597
C13 0.44878 -4.06242 -1.14019
H7 -0.61321 -4.34298 -1.20555
H8 1.04441 -4.98606 -1.22721
H9 0.61169 -3.63749 -0.14249
C14 0.63896 -3.63378 -3.61447
H10 -0.36981 -4.01607 -3.80750
H11 0.91401 -2.90284 -4.38886
H12 1.33075 -4.48654 -3.73207
C15 2.33005 -2.66553 -2.17562
H13 2.95868 -3.56019 -2.31718
H14 2.57350 -1.97947 -3.00044
H15 2.62377 -2.17894 -1.23547
C16 -2.55854 -2.98307 -2.45058
H16 -2.73489 -3.00999 -1.36315
H17 -3.54244 -3.03987 -2.94536
H18 -2.00285 -3.88489 -2.73836
C17 -2.78631 -0.50384 -2.53391
H19 -3.02251 -0.45365 -1.46751
H20 -2.34972 0.45746 -2.83433
H21 -3.73462 -0.62647 -3.08467
C18 -1.62744 -1.59894 -4.37780
H22 -1.00866 -2.39874 -4.79105
H23 -2.61486 -1.68805 -4.86196
H24 -1.19750 -0.63164 -4.67276
C19 -1.60412 3.57965 2.04730
H25 -1.90178 4.63580 1.95577
H26 -2.26140 2.98034 1.40765
H27 -1.76962 3.28004 3.08846
C20 -0.02030 3.84851 0.12534
H28 1.02372 3.83989 -0.21037
H29 -0.61383 3.18924 -0.52063
H30 -0.40243 4.87232 0.00167
C21 0.73286 4.41949 2.42318
H31 0.50920 5.43803 2.07239
H32 0.50767 4.38995 3.49291
H33 1.80619 4.25754 2.27996
C22 1.63656 0.30461 3.84952
H34 2.48627 0.99899 3.91024
H35 1.55253 -0.20436 4.82233
H36 1.84639 -0.45571 3.08778
C23 -0.84013 0.02957 3.67944
H37 -0.67870 -0.86734 3.06406
H38 -0.90227 -0.29621 4.72988
H39 -1.80807 0.46965 3.40089
C24 0.15834 2.14673 4.59211
H40 1.00383 2.84575 4.57306
H41 -0.78631 2.69417 4.49700
H42 0.15552 1.67486 5.58814
Fe1 -0.09084 0.11993 0.05211
N2 1.12895 -1.05365 0.65835
C25 1.85482 -1.95633 0.79160
C26 2.58262 -3.02968 1.60198
C27 3.59862 -3.77718 0.74373
C28 3.35659 -2.43213 2.77239
C29 1.59393 -4.02489 2.20473
H43 3.14017 -4.33393 -0.07776
H44 4.34545 -3.08910 0.33698
H45 4.12928 -4.50381 1.37448
H46 2.68773 -2.15998 3.59552
H47 4.03231 -3.21615 3.14234
H48 3.95548 -1.56371 2.47796
H49 2.16212 -4.72098 2.84063
H50 0.86173 -3.49741 2.82969
H51 1.05560 -4.61327 1.45409
C30 -5.23657 2.59979 -0.53270
C31 -4.60297 3.05021 -1.85690
C32 -3.09725 2.89614 -1.61318
O2 -2.91293 1.94340 -0.54253
C33 -4.18725 1.65835 0.07440
H52 -5.37484 3.45620 0.13548
H53 -6.19932 2.09447 -0.66048
H54 -4.86281 4.07762 -2.13065
H55 -4.90727 2.38100 -2.66932
H56 -2.55845 2.53462 -2.50427
H57 -2.64847 3.86188 -1.32495
H58 -4.08848 1.76937 1.16742
H59 -4.45429 0.60553 -0.11536

Computed properties:
- 2S+1 = 5
- E_LUMO (spin up / spin down) (hartree) = -0.070 / -0.158
- net charge = +1
- frontier orbital gap (spin up / spin down) (eV) = 6.8 / 5.8
- energy relative to the best compared isomer or geometry (same formula, charge and spin) (kJ/mol) = 1.3

Results of the Mulliken charge analysis, in e, for atoms 1 through 6: -0.10 0.65 -0.69 -1.11 -0.81 0.54

***

Entry 3:
10 unconnected molecules or ions with the total composition C33H59N7O13 in a non-equilibrium geometry. Source: the Open Molecules 2025 dataset; level of theory: wB97M-V/def2-TZVPD.

Atoms and positions in Å:
C1 11.98138 9.38875 14.59414
C2 12.86172 10.26077 15.44352
N1 14.20038 9.62963 15.57846
C3 15.35237 10.14753 16.14352
C4 16.34551 9.25241 15.95922
N2 15.77501 8.20309 15.25273
C5 14.53360 8.47846 14.96359
C6 16.33345 6.97492 14.69156
H1 12.28558 9.48048 13.55168
H2 10.88452 9.64891 14.67825
H3 12.03639 8.32467 14.79261
H4 12.39593 10.43916 16.40863
H5 12.97083 11.17669 14.81454
H6 15.34943 11.10710 16.63746
H7 17.37458 9.29552 16.37578
H8 13.98056 7.93599 14.26895
H9 17.36656 7.08524 14.46340
H10 15.68695 6.75775 13.81847
H11 16.25068 6.26866 15.49980
C7 21.37275 9.12755 13.08489
C8 20.37188 8.51503 12.11167
N3 19.85257 9.50862 11.02982
C9 18.55450 9.92055 10.77593
C10 18.56436 10.63264 9.62830
N4 19.86928 10.71559 9.19634
C11 20.59160 9.96416 10.03170
C12 20.39703 11.34235 7.95982
H12 20.78247 9.83568 13.70573
H13 22.28344 9.57431 12.69556
H14 21.66340 8.38559 13.81456
H15 19.44441 8.26458 12.63191
H16 20.81017 7.68188 11.57775
H17 17.73044 9.80191 11.44408
H18 17.69964 11.10225 9.20037
H19 21.65252 9.81547 9.98721
H20 20.19270 12.37265 7.97842
H21 19.79876 10.78281 7.19383
H22 21.44231 11.06118 7.92615
C13 14.12407 15.70737 9.21053
C14 13.97521 15.08208 10.59939
N5 12.73193 14.24343 10.65803
C15 11.40470 14.56288 10.61297
C16 10.72022 13.41713 10.74283
N6 11.61859 12.39327 10.81777
C17 12.83418 12.93092 10.71846
C18 11.15215 10.96902 10.74957
H23 14.55013 14.97715 8.55671
H24 14.90550 16.45120 9.45153
H25 13.18429 16.18125 8.85990
H26 13.77318 15.81565 11.40550
H27 14.74494 14.37313 10.83628
H28 11.09657 15.62610 10.50842
H29 9.66997 13.28248 10.80629
H30 13.75844 12.37581 10.71370
H31 11.78642 10.31632 11.29548
H32 11.34816 10.82273 9.69532
H33 10.10231 10.92838 10.92156
C19 18.44947 14.46466 10.48468
C20 18.81503 13.38589 11.42992
O1 19.83039 12.72677 11.31510
N7 17.76486 13.17910 12.32908
H34 14.08579 15.36168 12.94125
H35 17.24128 14.00500 12.54269
C21 17.59033 12.07005 13.23831
H36 17.71387 14.03758 9.86161
H37 19.34979 14.62276 9.86918
H38 18.17725 15.42236 10.96272
H39 17.67731 12.48669 14.25696
H40 18.46293 11.42744 13.06439
H41 16.61172 11.57499 13.24799
C22 19.77352 6.29875 18.16360
C23 18.60160 7.15589 17.75929
O2 17.58058 6.57737 17.32026
O3 18.66414 8.43646 17.94133
H42 20.68941 6.60469 17.67365
H43 19.45776 5.29593 17.96898
H44 19.94819 6.53765 19.21403
C24 18.01970 19.28102 12.25721
C25 16.96716 18.34538 11.84719
O4 15.84394 18.32320 12.35290
O5 17.42776 17.38902 11.13888
H45 17.96230 19.40686 13.37756
H46 17.78054 20.28254 11.76949
H47 18.97988 18.92265 11.90858
C26 13.58395 11.88233 6.19063
C27 13.15536 12.01037 7.69758
O6 14.06430 12.34528 8.55656
O7 11.91230 11.79829 7.88862
H48 13.67617 12.86681 5.70580
H49 12.90957 11.15515 5.70973
H50 14.55506 11.41480 6.06788
C28 14.44186 17.16047 14.77748
C29 13.81124 15.74331 14.96197
O8 13.32461 15.37793 16.00747
O9 13.85617 15.01460 13.90476
H51 13.77234 17.76703 14.17357
H52 15.31362 17.20278 14.05264
H53 14.68449 17.76100 15.63630
C30 14.18064 8.66408 10.20187
C31 13.81395 8.93270 11.64696
O10 13.76364 10.19802 11.95074
O11 13.58006 7.91024 12.36401
H54 13.89569 9.49590 9.54843
H55 13.57884 7.76472 9.94694
H56 15.23131 8.44059 10.06002
C32 24.60407 7.92344 8.36784
C33 23.60531 9.06178 8.53975
O12 23.26434 9.71016 7.54962
O13 23.21683 9.18472 9.75842
H57 24.80560 7.78707 7.34418
H58 24.16768 6.99592 8.85875
H59 25.50569 8.25878 8.88662

Computed properties:
- E_LUMO (hartree) = 0.142
- net charge = -2
- frontier orbital gap (eV) = 7.8

Results of the Mulliken charge analysis, in e, for atoms 1 through 6: -1.34 -0.12 0.24 -0.83 -0.36 0.42

***

Entry 4:
A molecular structure, C33H60B3Br2F3O16S6 in a non-equilibrium geometry. Source: the Open Molecules 2025 dataset; level of theory: wB97M-V/def2-TZVPD.

Atoms and positions in Å:
C1 -2.46712 2.60963 4.55415
C2 -2.77823 3.41266 3.71583
C3 -3.12053 4.47292 2.74719
C4 -1.77712 4.97215 2.12619
C5 -1.52567 4.26415 0.77628
B1 -0.03261 3.91277 0.46805
O1 1.04237 4.27623 1.28650
B2 1.54337 3.08121 1.81076
O2 1.86109 3.01302 3.13927
O3 1.68730 1.96771 1.00570
B3 0.98177 1.97888 -0.19677
C6 0.94548 0.66601 -1.07568
C7 0.31062 -0.55369 -0.37924
C8 -1.18848 -0.48003 -0.21226
F1 -1.57289 0.48201 0.66823
Br1 -1.73980 -2.20965 0.56976
C9 -1.99416 -0.28835 -1.54417
F2 -1.34881 -0.82793 -2.58214
F3 -3.20035 -0.89916 -1.46961
Br2 -2.41803 1.57760 -1.92061
O4 0.31763 3.11802 -0.62961
H1 -2.05568 2.04776 5.35798
H2 -3.76874 4.03427 1.99036
H3 -3.62273 5.27255 3.27634
H4 -1.90654 6.03603 1.94375
H5 -0.98822 4.76004 2.84157
H6 -1.92404 4.86326 -0.04756
H7 -2.06180 3.30878 0.76689
H8 1.43727 3.77204 3.55828
H9 0.50433 0.89510 -2.04610
H10 1.99137 0.40147 -1.27022
H11 0.54341 -1.44599 -0.96159
H12 0.74141 -0.73837 0.61262
C10 -6.01487 9.62916 3.01588
C11 -4.76597 10.23953 3.66638
C12 -3.58629 9.30950 3.35516
S1 -3.98457 8.50105 1.79935
O5 -4.15176 7.08779 2.04363
O6 -3.10284 8.97516 0.76531
C13 -5.60062 9.24197 1.59972
H13 -6.85040 10.32727 3.00870
H14 -6.32349 8.73978 3.56960
H15 -4.57906 11.22709 3.24026
H16 -4.89093 10.36549 4.74069
H17 -2.65114 9.85082 3.23747
H18 -3.47248 8.53400 4.11050
H19 -6.26976 8.52627 1.12800
H20 -5.48191 10.11987 0.96539
C14 -2.95301 -2.34500 -6.39378
C15 -1.76912 -1.66809 -5.69282
C16 -0.51731 -2.50103 -5.99219
S2 -0.81627 -3.29079 -7.58167
O7 -0.88181 -4.71837 -7.38308
O8 0.05818 -2.71965 -8.57922
C17 -2.47462 -2.66193 -7.80704
H21 -3.83457 -1.70907 -6.40474
H22 -3.20997 -3.26361 -5.87099
H23 -1.63870 -0.65646 -6.08526
H24 -1.93642 -1.58379 -4.62458
H25 0.37774 -1.88752 -6.06327
H26 -0.36918 -3.28841 -5.25442
H27 -3.07989 -3.40847 -8.31632
H28 -2.40280 -1.75963 -8.41442
C18 4.36099 -1.48073 4.81216
C19 4.30810 0.01587 4.48110
C20 3.88669 0.15250 3.01360
S3 2.89325 -1.29595 2.64405
O9 3.57851 -2.09613 1.65957
O10 1.51307 -0.90953 2.44876
C21 3.07248 -2.07102 4.24611
H29 4.43987 -1.65815 5.87408
H30 5.22701 -1.93474 4.32750
H31 3.56850 0.50593 5.11974
H32 5.26787 0.49803 4.65946
H33 3.28875 1.04054 2.83684
H34 4.74369 0.14110 2.34246
H35 3.10375 -3.15113 4.12257
H36 2.20760 -1.78697 4.84570
C22 3.86101 -5.93857 -6.57837
C23 3.11008 -5.09153 -7.61471
C24 2.84190 -3.72467 -6.97807
S4 4.15441 -3.45764 -5.78213
O11 3.57793 -3.42857 -4.46082
O12 5.02458 -2.40362 -6.23947
C25 4.95978 -5.03944 -6.01938
H37 4.27364 -6.84560 -7.01830
H38 3.17882 -6.23226 -5.77758
H39 3.73071 -4.96787 -8.50468
H40 2.17947 -5.56305 -7.92691
H41 2.85882 -2.92166 -7.70993
H42 1.89850 -3.71552 -6.43917
H43 5.36726 -5.38259 -5.07122
H44 5.76190 -4.89429 -6.74251
C26 -7.58376 -4.07147 -3.06643
C27 -7.67276 -5.53387 -3.52315
C28 -6.75447 -5.69064 -4.74225
S5 -5.45880 -4.45875 -4.55203
O13 -5.58739 -3.49319 -5.61584
O14 -4.20446 -5.10847 -4.27320
C29 -6.09730 -3.72968 -3.04806
H45 -8.03720 -3.92410 -2.08750
H46 -8.10471 -3.42879 -3.77958
H47 -7.33133 -6.18762 -2.71825
H48 -8.69524 -5.82003 -3.76519
H49 -6.29672 -6.67536 -4.79005
H50 -7.27722 -5.47809 -5.67274
H51 -5.89443 -2.66111 -3.04990
H52 -5.58931 -4.20733 -2.21078
C30 7.41182 -0.97104 9.88244
C31 8.67955 -1.63530 9.32904
C32 8.27434 -2.42592 8.07804
S6 6.84002 -1.58305 7.39839
O15 5.70802 -2.46859 7.50835
O16 7.19046 -0.94816 6.15386
C33 6.71098 -0.34290 8.68169
H53 7.64273 -0.22601 10.64216
H54 6.76664 -1.72644 10.33604
H55 9.40581 -0.86601 9.05966
H56 9.14953 -2.28466 10.06588
H57 9.05973 -2.44099 7.32672
H58 7.97367 -3.44309 8.32099
H59 5.66267 -0.11368 8.85898
H60 7.23675 0.54559 8.33307

Computed properties:
- E_LUMO (hartree) = 0.020
- net charge = 0
- frontier orbital gap (eV) = 10.1

Results of the Mulliken charge analysis, in e, for atoms 1 through 6: -0.27 -0.38 -0.47 -0.01 -0.57 0.29

***

no.,total energy (eV)
1,-136177.58537
2,-95210.53162
3,-72227.74900
4,-283237.83079